{
  "formula": "C5H14N2",
  "method": "the ωB97M-V functional and the def2-TZVPD basis",
  "species": ["C", "N", "C", "C", "C", "N", "C", "H", "H", "H", "H", "H", "H", "H", "H", "H", "H", "H", "H", "H", "H"],
  "xyz": [[2.905, 0.217, 1.301], [1.872, 0.230, 0.248], [0.599, -0.338, 0.715], [-0.517, 0.175, -0.199], [-1.371, 1.281, 0.497], [-1.413, -0.960, -0.660], [-2.005, -0.628, -1.952], [2.392, 0.281, 2.266], [3.472, 1.151, 1.172], [3.686, -0.531, 1.444], [2.158, -0.336, -0.543], [0.594, -1.442, 0.671], [0.318, -0.070, 1.737], [-0.090, 0.743, -1.026], [-1.917, 1.007, 1.397], [-2.142, 1.690, -0.158], [-0.606, 2.022, 0.765], [-2.086, -1.109, 0.078], [-3.092, -0.469, -2.046], [-1.549, 0.254, -2.420], [-1.827, -1.450, -2.665]],
  "e_homo_ev": -8.61,
  "smiles": "CNC[C@H](C)NC",
  "largest_force_ha_per_bohr": 0.0469,
  "e_above_lowest_kj_mol": 165.9
}



{
  "formula": "C20H35EuN2O2P2",
  "method": "the ωB97M-V functional and the def2-TZVPD basis",
  "species": ["Eu", "P", "C", "C", "N", "C", "C", "C", "C", "C", "P", "H", "H", "H", "H", "H", "H", "H", "H", "O", "H", "H", "O", "H", "C", "H", "H", "H", "C", "H", "H", "H", "C", "H", "H", "H", "C", "H", "H", "H", "C", "N", "C", "C", "C", "C", "C", "C", "C", "C", "H", "H", "H", "H", "H", "H", "H", "H", "H", "H", "H", "H"],
  "xyz": [[0.093, 0.523, -0.222], [2.432, -0.696, 0.766], [3.015, -1.539, -0.645], [2.125, -1.821, -1.760], [0.948, -1.119, -1.980], [0.211, -1.366, -3.084], [0.531, -2.412, -3.957], [1.670, -3.173, -3.739], [2.487, -2.868, -2.658], [-1.049, -0.542, -3.429], [-1.039, 1.164, -2.747], [3.400, -3.395, -2.444], [-0.150, -2.593, -4.785], [1.927, -3.991, -4.408], [-1.114, -0.484, -4.529], [-1.926, -1.073, -3.018], [4.558, -0.090, -2.063], [3.965, -2.112, -0.680], [3.673, 2.364, -2.418], [4.837, 0.795, -2.375], [5.759, 0.686, -2.677], [0.991, 2.272, -0.524], [3.057, 3.022, -2.031], [2.237, 2.996, -2.557], [-0.225, 2.111, -4.091], [-0.780, 2.095, -5.044], [-0.118, 3.144, -3.717], [0.788, 1.699, -4.227], [-2.803, 1.691, -2.849], [-2.839, 2.725, -2.477], [-3.236, 1.634, -3.862], [-3.399, 1.095, -2.141], [1.904, -1.861, 2.070], [2.727, -2.461, 2.484], [1.419, -1.296, 2.874], [1.134, -2.538, 1.673], [3.587, 0.530, 1.453], [3.061, 1.012, 2.294], [4.539, 0.094, 1.798], [3.768, 1.300, 0.684], [-0.153, -0.678, 4.851], [-1.525, -0.687, 4.442], [-2.457, 0.107, 5.173], [-1.976, -1.272, 3.200], [-2.668, -0.238, 2.336], [-4.033, 0.143, 2.497], [-4.472, 1.334, 1.920], [-3.621, 2.064, 1.087], [-2.296, 1.648, 0.889], [-1.883, 0.469, 1.456], [-0.134, -0.452, 5.921], [0.436, 0.103, 4.347], [0.317, -1.647, 4.657], [-2.510, 1.150, 4.811], [-3.459, -0.334, 5.087], [-2.126, 0.138, 6.216], [-1.124, -1.707, 2.640], [-2.665, -2.127, 3.444], [-4.725, -0.466, 3.103], [-5.477, 1.704, 2.127], [-3.989, 2.950, 0.562], [-1.626, 2.276, 0.273]],
  "charge": 1,
  "e_homo_ev": [-9.47, -9.47],
  "multiplicity": 8,
  "largest_force_ha_per_bohr": 0.0633,
  "e_above_lowest_kj_mol": 0.0,
  "s_squared": 15.8386
}



{
  "formula": "C30H36B2N7O12",
  "method": "the ωB97M-V functional and the def2-TZVPD basis",
  "species": ["N", "C", "N", "C", "C", "C", "B", "O", "O", "C", "C", "B", "O", "O", "N", "H", "H", "H", "H", "H", "H", "H", "H", "H", "H", "H", "H", "H", "H", "H", "H", "C", "C", "C", "C", "C", "C", "N", "O", "O", "H", "H", "H", "H", "H", "C", "C", "C", "C", "C", "C", "N", "O", "O", "H", "H", "H", "H", "H", "C", "C", "C", "C", "C", "C", "N", "O", "O", "H", "H", "H", "H", "H", "C", "C", "C", "C", "C", "C", "N", "O", "O", "H", "H", "H", "H", "H"],
  "xyz": [[3.621, -2.877, 2.644], [2.907, -2.441, 1.639], [2.841, -3.200, 0.492], [1.525, -3.913, 0.518], [0.355, -3.078, 1.055], [-0.441, -3.841, 2.129], [-1.080, -5.191, 1.622], [-1.446, -6.140, 2.553], [-1.255, -5.491, 0.316], [0.711, -1.680, 1.613], [-0.043, -0.528, 0.921], [-0.796, 0.420, 1.951], [-0.357, 0.599, 3.262], [-1.882, 1.112, 1.585], [2.188, -1.337, 1.636], [3.772, -3.865, 2.781], [3.987, -2.252, 3.348], [2.846, -2.534, -0.278], [1.666, -4.842, 1.059], [1.312, -4.211, -0.498], [-0.349, -2.933, 0.249], [0.158, -3.961, 3.029], [-1.267, -3.188, 2.416], [-2.041, -5.751, 3.214], [-1.936, -6.180, 0.263], [0.385, -1.642, 2.645], [-0.797, -0.903, 0.236], [0.652, 0.049, 0.316], [-0.951, 0.116, 3.853], [-2.208, 0.817, 0.710], [2.377, -0.772, 2.459], [-6.254, 0.120, 4.645], [-6.001, -0.655, 5.769], [-5.297, -1.840, 5.651], [-4.851, -2.231, 4.400], [-5.100, -1.474, 3.268], [-5.807, -0.291, 3.396], [-4.083, -3.474, 4.274], [-3.886, -4.131, 5.275], [-3.672, -3.779, 3.163], [-6.800, 1.049, 4.742], [-6.351, -0.333, 6.740], [-5.100, -2.443, 6.525], [-4.751, -1.793, 2.297], [-6.008, 0.312, 2.522], [8.239, -5.426, -1.896], [8.364, -4.423, -0.944], [7.345, -3.504, -0.766], [6.207, -3.607, -1.547], [6.069, -4.596, -2.506], [7.095, -5.509, -2.678], [5.116, -2.651, -1.348], [5.260, -1.780, -0.509], [4.112, -2.782, -2.027], [9.036, -6.145, -2.029], [9.257, -4.359, -0.338], [7.443, -2.724, -0.026], [5.178, -4.662, -3.112], [7.002, -6.288, -3.421], [-3.338, 4.984, -3.146], [-2.345, 4.532, -2.289], [-2.377, 3.231, -1.817], [-3.408, 2.399, -2.217], [-4.410, 2.836, -3.067], [-4.371, 4.139, -3.531], [-3.438, 1.016, -1.739], [-2.547, 0.656, -0.969], [-4.327, 0.294, -2.119], [-3.305, 6.001, -3.514], [-1.547, 5.191, -1.990], [-1.605, 2.880, -1.148], [-5.212, 2.178, -3.368], [-5.144, 4.495, -4.196], [1.816, 8.649, -5.388], [0.430, 8.618, -5.465], [-0.317, 8.256, -4.357], [0.338, 7.933, -3.183], [1.718, 7.953, -3.091], [2.458, 8.313, -4.204], [-0.452, 7.570, -1.998], [-1.666, 7.539, -2.112], [0.147, 7.319, -0.971], [2.397, 8.937, -6.254], [-0.068, 8.879, -6.388], [-1.395, 8.233, -4.416], [2.216, 7.695, -2.169], [3.538, 8.336, -4.148]],
  "charge": 1,
  "e_homo_ev": -11.64,
  "largest_force_ha_per_bohr": 0.0333
}



{
  "formula": "C36H75IO22P",
  "method": "the ωB97M-V functional and the def2-TZVPD basis",
  "species": ["C", "O", "C", "C", "C", "C", "C", "C", "O", "P", "C", "C", "C", "C", "O", "O", "C", "I", "H", "H", "H", "H", "H", "H", "H", "H", "H", "H", "H", "H", "H", "H", "H", "H", "H", "H", "H", "H", "H", "H", "H", "H", "H", "H", "H", "C", "C", "O", "C", "O", "O", "C", "H", "H", "H", "H", "H", "H", "H", "H", "C", "C", "O", "C", "O", "O", "C", "H", "H", "H", "H", "H", "H", "H", "H", "C", "C", "O", "C", "O", "O", "C", "H", "H", "H", "H", "H", "H", "H", "H", "C", "C", "O", "C", "O", "O", "C", "H", "H", "H", "H", "H", "H", "H", "H", "C", "C", "O", "C", "O", "O", "C", "H", "H", "H", "H", "H", "H", "H", "H", "C", "C", "O", "C", "O", "O", "C", "H", "H", "H", "H", "H", "H", "H", "H"],
  "xyz": [[5.700, 1.333, 2.334], [4.339, 1.681, 2.237], [4.002, 2.430, 1.087], [3.550, 1.617, -0.127], [4.648, 1.068, -1.059], [4.238, -0.157, -1.918], [4.745, -1.578, -1.551], [3.657, -2.650, -1.222], [2.359, -2.156, -1.153], [1.786, -2.100, 0.527], [0.193, -2.987, 0.035], [-0.975, -2.013, -0.069], [-0.777, -1.035, -1.246], [-1.027, 0.435, -0.911], [-0.079, 1.307, -1.528], [2.636, -3.713, 0.650], [3.802, -3.647, 0.007], [5.518, -3.317, 1.428], [5.847, 0.893, 3.319], [5.993, 0.588, 1.596], [6.337, 2.223, 2.235], [3.177, 3.075, 1.399], [4.844, 3.089, 0.820], [2.888, 0.822, 0.213], [2.931, 2.305, -0.719], [4.876, 1.870, -1.768], [5.570, 0.868, -0.510], [4.607, 0.046, -2.927], [3.150, -0.179, -1.999], [5.499, -1.533, -0.768], [5.266, -1.944, -2.439], [3.669, -3.360, -2.061], [1.204, -0.773, 0.397], [1.410, -2.146, 1.927], [3.041, -1.488, 0.885], [0.302, -3.558, -0.888], [0.013, -3.709, 0.839], [-1.913, -2.560, -0.213], [-1.080, -1.471, 0.878], [-1.394, -1.333, -2.097], [0.265, -1.106, -1.567], [-2.005, 0.776, -1.258], [-0.996, 0.580, 0.172], [0.796, 0.920, -1.392], [4.110, -4.628, -0.347], [2.027, -5.853, 3.097], [0.686, -5.987, 3.777], [-0.205, -6.869, 3.058], [-0.002, -8.163, 3.239], [0.790, -8.678, 3.987], [-0.867, -8.835, 2.465], [-0.745, -10.253, 2.547], [1.904, -5.516, 2.069], [2.640, -5.114, 3.611], [2.567, -6.801, 3.097], [0.170, -5.029, 3.786], [0.779, -6.342, 4.804], [-0.811, -10.590, 3.580], [0.204, -10.579, 2.123], [-1.570, -10.653, 1.965], [1.285, 1.379, 3.357], [0.565, 1.462, 4.684], [-0.559, 2.370, 4.645], [-1.668, 1.884, 4.101], [-1.857, 0.751, 3.743], [-2.575, 2.868, 4.050], [-3.816, 2.484, 3.455], [1.590, 2.373, 3.026], [2.173, 0.753, 3.456], [0.648, 0.937, 2.593], [1.217, 1.875, 5.451], [0.231, 0.479, 5.013], [-4.227, 1.604, 3.944], [-3.685, 2.279, 2.394], [-4.483, 3.331, 3.587], [2.901, -4.388, 6.875], [3.321, -3.165, 7.657], [2.534, -2.021, 7.281], [1.344, -1.903, 7.859], [0.921, -2.545, 8.788], [0.697, -0.921, 7.235], [-0.607, -0.628, 7.736], [2.910, -4.163, 5.809], [3.583, -5.216, 7.066], [1.893, -4.702, 7.148], [4.340, -2.881, 7.400], [3.260, -3.315, 8.734], [-0.583, -0.439, 8.808], [-1.292, -1.447, 7.524], [-0.927, 0.265, 7.207], [2.238, 3.433, -7.499], [2.940, 4.546, -6.753], [2.154, 5.019, -5.647], [2.189, 4.244, -4.554], [2.860, 3.254, -4.422], [1.386, 4.778, -3.644], [1.274, 4.017, -2.425], [1.243, 3.753, -7.810], [2.803, 3.165, -8.393], [2.139, 2.547, -6.874], [3.063, 5.423, -7.388], [3.921, 4.234, -6.396], [2.261, 3.812, -2.016], [0.736, 3.088, -2.591], [0.711, 4.643, -1.740], [-9.793, 1.047, -0.333], [-9.188, 0.491, 0.936], [-8.097, 1.303, 1.405], [-8.443, 2.410, 2.053], [-9.564, 2.770, 2.308], [-7.326, 3.059, 2.388], [-7.543, 4.300, 3.065], [-9.025, 1.168, -1.098], [-10.552, 0.361, -0.710], [-10.262, 2.013, -0.150], [-8.739, -0.484, 0.762], [-9.930, 0.398, 1.728], [-8.193, 4.161, 3.926], [-7.985, 5.029, 2.388], [-6.561, 4.637, 3.385], [-2.945, 3.835, -12.470], [-2.214, 2.852, -11.582], [-1.399, 3.519, -10.604], [-2.056, 3.994, -9.545], [-3.238, 3.890, -9.340], [-1.178, 4.597, -8.749], [-1.737, 5.175, -7.562], [-2.239, 4.523, -12.937], [-3.478, 3.298, -13.255], [-3.668, 4.413, -11.895], [-1.508, 2.256, -12.158], [-2.906, 2.181, -11.075], [-2.321, 4.438, -7.016], [-2.367, 6.025, -7.819], [-0.889, 5.499, -6.967]],
  "charge": -1,
  "e_homo_ev": -4.98,
  "largest_force_ha_per_bohr": 0.0210
}



{
  "formula": "CH3N3O2Si",
  "method": "the ωB97M-V functional and the def2-TZVPD basis",
  "species": ["C", "N", "N", "N", "O", "O", "Si", "H", "H", "H"],
  "xyz": [[0.464, 1.179, -2.343], [0.460, 1.413, -3.473], [-0.951, 0.570, 0.214], [1.898, 1.562, 0.256], [2.888, 1.937, -0.329], [1.754, 1.712, 1.449], [0.537, 0.745, -0.551], [-0.993, 1.426, 0.945], [-1.328, -0.312, 0.507], [2.169, -1.145, -1.318]],
  "e_homo_ev": [-10.41, -9.14],
  "largest_force_ha_per_bohr": 0.0866,
  "e_above_lowest_kj_mol": 393.0
}



{
  "formula": "C2EuF2O3S",
  "method": "the ωB97M-V functional and the def2-TZVPD basis",
  "species": ["Eu", "S", "O", "C", "F", "F", "O", "C", "O"],
  "xyz": [[0.295, 0.560, 2.023], [-1.689, -0.191, -0.322], [-0.659, -1.001, 0.709], [-1.002, 1.467, -0.006], [-0.358, 1.949, -1.155], [-2.047, 2.392, 0.138], [2.102, -0.716, 0.029], [1.677, -1.704, -0.458], [1.680, -2.757, -0.959]],
  "e_homo_ev": [-7.15, -7.19],
  "multiplicity": 8,
  "largest_force_ha_per_bohr": 0.0489,
  "e_above_lowest_kj_mol": 43.2,
  "s_squared": 15.7620
}



{
  "formula": "C16H14F6INO5ReSb",
  "method": "the ωB97M-V functional and the def2-TZVPD basis",
  "species": ["Re", "O", "C", "O", "C", "C", "C", "C", "C", "O", "C", "C", "O", "O", "H", "H", "H", "H", "H", "H", "H", "H", "N", "C", "C", "C", "C", "C", "C", "C", "H", "H", "H", "H", "I", "C", "H", "H", "F", "Sb", "F", "F", "F", "F", "F"],
  "xyz": [[0.013, -0.004, -0.387], [1.104, 3.725, 0.628], [0.722, 2.615, 0.848], [0.047, 1.903, -0.079], [0.881, 1.938, 2.210], [-0.368, 1.139, 2.592], [-0.351, 0.756, 4.067], [0.711, -0.370, 4.098], [1.153, -0.421, 2.644], [-0.095, -0.142, 1.937], [1.983, 0.819, 2.279], [2.688, 0.592, 0.968], [3.832, 0.818, 0.732], [1.876, 0.020, 0.039], [1.097, 2.736, 2.916], [-1.304, 1.542, 2.220], [-0.097, 1.609, 4.693], [-1.328, 0.387, 4.374], [1.548, -0.157, 4.761], [0.273, -1.322, 4.389], [1.552, -1.370, 2.300], [2.743, 1.047, 3.022], [-0.089, 0.137, -7.758], [-0.082, 0.121, -6.610], [-0.074, 0.101, -5.170], [-0.711, 1.124, -4.468], [-0.690, 1.114, -3.087], [-0.064, 0.065, -2.401], [0.561, -0.967, -3.121], [0.570, -0.939, -4.503], [-1.201, 1.922, -5.008], [-1.156, 1.923, -2.537], [1.039, -1.792, -2.608], [1.058, -1.722, -5.067], [-3.235, 1.641, 0.002], [-2.040, -0.113, 0.036], [-2.412, -0.745, -0.778], [-2.236, -0.626, 0.973], [0.006, -2.015, -0.487], [0.256, -3.902, 0.381], [0.986, -4.328, -1.284], [1.906, -3.174, 0.903], [0.499, -5.572, 1.150], [-0.497, -3.084, 1.894], [-1.461, -4.196, -0.284]],
  "e_homo_ev": [-9.95, -10.01],
  "multiplicity": 3,
  "largest_force_ha_per_bohr": 0.0117,
  "e_above_lowest_kj_mol": 0.0,
  "s_squared": 2.0228
}



{
  "formula": "C4H11NS",
  "method": "the ωB97M-V functional and the def2-TZVPD basis",
  "species": ["C", "C", "C", "C", "H", "H", "H", "H", "H", "H", "H", "H", "H", "H", "H", "N", "S"],
  "xyz": [[-0.299, -1.519, 0.535], [-0.349, -0.486, -0.614], [0.763, 0.484, -0.432], [0.487, 1.529, 0.577], [-0.832, -2.481, 0.165], [0.759, -1.782, 0.748], [-0.927, -1.019, 1.472], [-0.204, -0.791, -1.628], [-2.341, -0.239, 0.487], [-1.930, -0.043, -2.045], [0.612, 1.057, -1.404], [1.122, 2.305, 0.496], [0.101, 1.156, 1.566], [-0.432, 2.090, 0.014], [2.624, -0.387, 1.049], [-1.544, 0.411, -0.573], [2.390, -0.281, -0.412]],
  "e_homo_ev": -8.79,
  "largest_force_ha_per_bohr": 0.1191,
  "e_above_lowest_kj_mol": 666.6
}



no.,E (eV)
1,-8390.8993
2,-66278.9872
3,-68036.3096
4,-100984.0098
5,-17522.5464
6,-43813.6367
7,-61622.6353
8,-16644.8844